(1)
This record from the Open Molecules 2025 dataset describes a molecular structure, C44H53BaN3P2Te in a non-equilibrium geometry. The level of theory is ωB97M-V with the def2-TZVPD basis set.

- ΔE to the lowest compared entry with this formula, charge and spin (kcal/mol) = 142.38

Last column: Mulliken charge in e.
Element x y z (Å)
Ba (1.034, -0.562, -0.152)  2.1075
C (-1.714, 2.652, -4.129)  -1.4663
C (-0.486, 1.981, -3.514)  0.3377
C (0.002, 2.745, -2.277)  -1.3920
P (-0.783, 0.190, -3.054)  1.1392
C (-0.298, -0.756, -4.594)  0.5750
C (-0.699, -0.207, -5.965)  -1.5307
C (-0.694, -2.225, -4.407)  -1.4928
C (-2.574, 0.037, -2.814)  0.7385
C (-3.480, -0.376, -3.791)  -0.6190
C (-4.830, -0.516, -3.522)  -1.0754
C (-5.296, -0.219, -2.245)  -0.8825
C (-4.424, 0.207, -1.267)  -0.0185
C (-3.035, 0.344, -1.508)  -1.4737
N (-2.173, 0.715, -0.511)  0.3733
C (-2.522, 1.746, 0.299)  -0.8738
C (-3.280, 2.851, -0.179)  0.2187
C (-3.590, 3.931, 0.613)  -0.7461
C (-3.176, 3.976, 1.944)  -1.2544
C (-2.437, 2.919, 2.441)  -1.3823
C (-2.100, 1.815, 1.655)  0.7165
P (-1.043, 0.464, 2.254)  2.2733
C (-0.260, 1.247, 3.789)  0.1035
C (1.177, 0.759, 3.955)  -0.9604
C (-1.005, 1.091, 5.113)  -1.8952
C (-2.267, -0.815, 2.911)  0.5973
C (-3.556, -0.262, 3.522)  -1.4229
C (-2.609, -1.732, 1.728)  -0.9933
H (-1.462, 3.664, -4.459)  0.4806
H (-2.510, 2.718, -3.387)  0.1171
H (-2.099, 2.096, -4.985)  0.3382
H (0.325, 1.961, -4.250)  0.7542
H (-0.760, 2.712, -1.497)  -0.0031
H (0.221, 3.784, -2.530)  0.5876
H (0.899, 2.264, -1.882)  0.2409
H (0.794, -0.696, -4.526)  0.1471
H (-1.765, -0.306, -6.158)  0.2351
H (-0.172, -0.757, -6.750)  0.4733
H (-0.427, 0.845, -6.056)  0.3586
H (-1.769, -2.354, -4.521)  0.2976
H (-0.422, -2.550, -3.400)  0.2948
H (-0.189, -2.859, -5.139)  0.4586
H (-3.130, -0.571, -4.794)  0.0802
H (-5.511, -0.846, -4.296)  0.4329
H (-6.351, -0.325, -2.021)  0.3904
H (-4.797, 0.444, -0.277)  0.3836
H (-3.604, 2.833, -1.212)  0.2483
H (-4.152, 4.759, 0.195)  0.4079
H (-3.421, 4.819, 2.576)  0.4134
H (-2.133, 2.956, 3.480)  0.2968
H (-0.206, 2.309, 3.539)  0.4413
H (1.207, -0.311, 4.187)  0.3139
H (1.670, 1.284, 4.778)  0.4773
H (1.748, 0.968, 3.052)  -0.2142
H (-1.123, 0.041, 5.384)  0.3677
H (-1.990, 1.551, 5.070)  0.3390
H (-0.446, 1.584, 5.913)  0.4472
H (-1.734, -1.403, 3.669)  0.5743
H (-3.973, 0.518, 2.884)  0.1360
H (-3.403, 0.149, 4.517)  0.2918
H (-4.293, -1.065, 3.605)  0.4948
H (-3.035, -1.146, 0.913)  0.0347
H (-3.324, -2.498, 2.035)  0.5772
H (-1.716, -2.220, 1.325)  -0.1896
C (3.330, 4.740, 1.897)  -0.6128
C (2.027, 4.259, 1.848)  -0.8988
C (1.753, 3.045, 1.248)  0.1493
C (2.784, 2.272, 0.695)  -0.7870
C (4.086, 2.777, 0.727)  -0.5341
C (4.353, 3.998, 1.325)  -0.7007
N (2.471, 0.998, 0.215)  0.8366
N (2.765, 0.734, -1.139)  -1.1766
C (3.109, -0.504, -1.419)  -0.0599
C (3.283, -0.894, -2.788)  -0.8174
C (3.450, -2.200, -3.136)  -0.4365
C (3.495, -3.227, -2.164)  -1.1591
C (3.425, -2.881, -0.842)  -0.7176
C (3.176, -1.553, -0.448)  0.7766
H (3.543, 5.695, 2.361)  0.4021
H (1.215, 4.844, 2.263)  0.4900
H (0.738, 2.671, 1.153)  0.5797
H (4.882, 2.202, 0.266)  0.4282
H (5.369, 4.373, 1.351)  0.3945
H (3.311, -0.100, -3.524)  0.5457
H (3.591, -2.464, -4.177)  0.4104
H (3.617, -4.262, -2.449)  0.5001
H (3.553, -3.649, -0.093)  0.3175
C (4.310, -2.567, 2.420)  -1.5723
Te (3.339, -0.904, 1.518)  1.0144
C (1.571, -2.135, 1.751)  -0.3471
C (2.085, -3.539, 2.026)  0.0514
C (1.231, -4.618, 1.829)  -0.8348
C (1.703, -5.916, 1.931)  -0.8189
C (3.040, -6.143, 2.225)  -0.6552
C (3.895, -5.070, 2.420)  -0.5667
C (3.425, -3.764, 2.327)  0.9398
H (4.415, -2.228, 3.456)  0.4775
H (5.315, -2.730, 2.028)  0.4736
H (0.994, -2.223, 0.841)  0.4379
H (0.921, -1.814, 2.566)  0.4238
H (0.195, -4.434, 1.565)  0.4991
H (1.030, -6.744, 1.752)  0.4575
H (3.423, -7.153, 2.285)  0.4127
H (4.948, -5.237, 2.614)  0.4507

Forces on atoms 1 to 6 (eV/Å):
Ba -12.913 2.131 -4.043
C 0.218 0.000 -0.032
C -0.251 -0.067 0.089
C -0.088 -0.341 -0.087
P 0.602 -0.126 0.168
C -0.371 0.138 0.056



(2)
This record from the Open Molecules 2025 dataset describes a molecular structure, C44H54BrLiN5PSSi in a non-equilibrium geometry. The level of theory is ωB97M-V with the def2-TZVPD basis set.

Last column: Mulliken charge in e.
Element x y z (Å)
Li (3.312, -17.363, -5.822)  0.5638
C (5.615, -20.854, -7.146)  -0.7372
C (6.219, -21.263, -5.931)  -0.6947
C (5.885, -20.657, -4.729)  -0.9397
C (4.946, -19.564, -4.769)  0.5258
N (4.326, -19.187, -5.935)  0.3502
C (4.749, -19.776, -7.092)  -0.3052
C (4.515, -18.795, -3.561)  0.9942
C (4.664, -19.457, -2.325)  -0.9674
C (4.287, -18.765, -1.156)  -0.6519
C (3.683, -17.484, -1.277)  -0.5061
C (3.478, -16.943, -2.542)  -0.6827
C (3.833, -17.613, -3.683)  0.0305
H (5.763, -21.382, -8.069)  0.5594
H (7.076, -21.980, -5.991)  0.3417
H (6.359, -20.953, -3.834)  0.4881
H (4.401, -19.278, -7.964)  0.2711
H (5.139, -20.433, -2.267)  0.2521
H (4.461, -19.219, -0.138)  0.2689
H (3.274, -16.940, -0.396)  0.2955
H (3.141, -15.905, -2.515)  0.2780
N (2.751, -16.098, -9.128)  0.3186
P (2.270, -17.702, -9.024)  0.9672
C (3.127, -18.540, -10.365)  0.0683
C (4.446, -18.192, -10.682)  -0.1313
C (5.032, -18.757, -11.787)  -0.6390
C (4.506, -19.929, -12.388)  -0.4922
C (3.296, -20.395, -11.932)  -0.6351
C (2.582, -19.685, -10.979)  -0.7495
C (0.633, -17.500, -9.625)  0.1597
C (0.338, -16.920, -10.863)  -0.4893
C (-0.978, -16.645, -11.215)  -0.6399
C (-2.053, -17.028, -10.391)  -0.5615
C (-1.773, -17.729, -9.242)  -0.6614
C (-0.428, -17.968, -8.896)  0.0832
C (3.810, -15.643, -8.377)  0.3364
C (4.214, -14.341, -8.723)  -1.1942
C (5.386, -13.901, -8.128)  -0.5067
C (6.069, -14.767, -7.254)  -0.8409
C (5.602, -16.023, -6.971)  -0.5756
N (4.345, -16.446, -7.423)  0.7192
H (2.638, -15.474, -9.991)  0.2379
H (4.845, -17.364, -10.093)  0.3286
H (5.948, -18.344, -12.245)  0.3435
H (5.020, -20.418, -13.188)  0.4348
H (2.819, -21.200, -12.426)  0.4669
H (1.633, -20.016, -10.654)  0.5117
H (1.179, -16.569, -11.490)  0.3132
H (-1.270, -16.208, -12.195)  0.3197
H (-3.029, -16.739, -10.691)  0.4344
H (-2.420, -18.092, -8.459)  0.4512
H (-0.225, -18.568, -7.985)  0.2764
H (3.583, -13.676, -9.322)  0.3688
H (5.839, -12.904, -8.296)  0.4026
H (6.953, -14.341, -6.735)  0.3176
H (6.103, -16.713, -6.312)  0.3071
S (1.288, -16.209, -5.632)  -0.3436
C (1.463, -14.493, -5.617)  0.0913
N (0.461, -13.736, -5.066)  0.0031
C (0.529, -12.378, -4.878)  -0.1087
C (1.572, -11.743, -5.491)  -0.9439
C (2.611, -12.618, -5.937)  0.1191
N (2.617, -13.955, -5.942)  0.0088
H (-0.359, -14.251, -4.773)  0.2492
H (-0.321, -11.950, -4.323)  0.3865
H (1.633, -10.680, -5.620)  0.3968
H (3.593, -12.291, -6.370)  0.3786
C (-2.322, -24.221, -4.885)  -1.8608
C (-1.278, -23.117, -5.166)  2.0969
C (-0.485, -22.636, -3.922)  -1.5995
C (-2.058, -21.926, -5.755)  -1.4841
Si (-0.061, -23.881, -6.541)  -0.9094
Br (1.070, -21.976, -7.090)  -0.2567
C (-0.883, -24.410, -8.222)  2.4836
C (-1.405, -25.813, -8.122)  -1.6224
C (-2.114, -23.515, -8.515)  -2.0499
C (0.050, -24.260, -9.414)  -1.7941
C (1.392, -25.038, -5.973)  2.4713
C (2.132, -25.537, -7.208)  -1.6882
C (2.465, -24.195, -5.175)  -2.0350
C (0.789, -26.159, -5.040)  -1.5119
H (-2.858, -23.919, -3.991)  0.5515
H (-1.849, -25.197, -4.698)  0.3191
H (-3.106, -24.314, -5.626)  0.3341
H (-1.178, -22.497, -3.023)  0.4563
H (0.046, -21.652, -4.096)  0.2312
H (0.253, -23.330, -3.570)  0.3530
H (-2.546, -21.240, -4.985)  0.3788
H (-2.927, -22.322, -6.303)  0.3503
H (-1.451, -21.239, -6.385)  0.1144
H (-2.294, -25.968, -7.434)  0.2121
H (-0.613, -26.413, -7.621)  0.2797
H (-1.570, -26.187, -9.108)  0.5593
H (-2.895, -23.522, -7.774)  0.3074
H (-2.560, -23.810, -9.450)  0.5428
H (-1.949, -22.433, -8.511)  0.3362
H (1.066, -24.628, -9.290)  0.2659
H (0.049, -23.212, -9.799)  0.2043
H (-0.346, -24.931, -10.172)  0.5690
H (2.347, -24.716, -7.969)  0.2290
H (1.658, -26.287, -7.809)  0.3718
H (3.128, -25.985, -6.912)  0.4393
H (3.075, -23.563, -5.835)  0.4672
H (3.161, -24.909, -4.785)  0.5972
H (2.093, -23.531, -4.378)  0.2123
H (1.568, -26.880, -4.702)  0.4370
H (0.052, -26.710, -5.675)  0.3313
H (0.244, -25.680, -4.200)  0.2876

Forces on atoms 1 to 6 (eV/Å):
Li 0.575 -0.370 0.423
C -0.086 0.227 1.182
C 0.556 -0.213 -0.594
C -1.038 1.356 -1.895
C -0.910 -0.423 -0.778
N 2.172 -0.841 -0.026



Looking at calculated total energy for the records above, in order, we have -2848.68058; -5593.37548 Ha.